Computed, not measured: a cluster of 2 separate species, HNO2S2 in total, with ωB97M-V/def2-TZVPD.

## Properties
- Energy relative to the best compared isomer or geometry (same formula, charge and spin): 67.4 kcal per mole
- Highest occupied orbital energy (spin up / spin down): -10.8 / -10.8 eV

Structure (ORCA input):
```
! RIJCOSX wB97M-V def2-TZVPD def2/J DEFGRID3
* xyz 0 1
N 1.94466 0.73397 -0.04847
O 4.42498 0.70639 -0.15693
O 3.43790 -1.47131 0.15097
S -0.10154 -0.92307 -0.36065
S 3.22426 -0.07248 -0.02898
H -0.17263 -0.08227 -1.45875
*
```